C23H22N4O5S | ωB97M-V with the def2-TZVPD basis set

Results
HOMO ... -8.103 eV
Energy relative to the best compared isomer or geometry (same formula, charge and spin) ... 14.29 kcal/mol
SMILES string ... COc1ccc(CNC(=O)CCCn2c(SCC#N)nc3cc4c(cc3c2=O)OCO4)cc1
E ... -1883.1005 Eh
Spin multiplicity ... 1

Structure (XYZ):
```
55
C23H22N4O5S ωB97M-V with the def2-TZVPD basis set
C -6.815 -0.101 -0.266
H -6.762 0.862 0.252
O -6.077 -1.092 0.408
C -4.738 -0.916 0.560
C -4.017 0.180 0.100
C -2.650 0.247 0.312
C -1.978 -0.759 0.986
C -2.705 -1.855 1.444
C -4.063 -1.936 1.236
H -4.634 -2.780 1.589
H -2.194 -2.648 1.970
C -0.493 -0.699 1.185
N 0.156 -1.732 0.393
C 1.389 -2.183 0.678
O 2.039 -1.750 1.614
C 1.894 -3.311 -0.212
C 1.892 -3.010 -1.712
H 0.896 -2.726 -2.053
H 2.182 -3.914 -2.251
C 2.871 -1.903 -2.110
N 2.582 -0.648 -1.439
C 3.322 -0.184 -0.396
N 3.089 0.898 0.251
C 2.023 1.666 -0.101
C 1.179 1.286 -1.162
C 0.066 2.066 -1.525
C -0.153 3.202 -0.801
C 0.694 3.585 0.259
C 1.780 2.844 0.629
H 2.439 3.126 1.430
O 0.235 4.748 0.796
C -0.911 5.106 0.054
O -1.155 4.125 -0.928
H -1.778 5.177 0.729
H -0.746 6.082 -0.430
H -0.565 1.755 -2.340
C 1.445 0.047 -1.872
O 0.763 -0.407 -2.771
S 4.712 -1.116 0.131
C 4.908 -0.364 1.782
C 5.325 1.006 1.694
N 5.705 2.082 1.637
H 5.664 -0.962 2.293
H 3.937 -0.455 2.272
H 2.779 -1.724 -3.185
H 3.898 -2.191 -1.878
H 2.907 -3.554 0.116
H 1.258 -4.180 -0.025
H -0.341 -2.060 -0.420
H -0.110 0.289 0.901
H -0.219 -0.877 2.230
H -2.102 1.102 -0.056
H -4.503 0.986 -0.428
H -7.846 -0.451 -0.267
H -6.474 0.022 -1.299
```



C23H22N6NaO3 | ωB97M-V with the def2-TZVPD basis set

Results
HOMO ... -4.845 eV
Energy relative to the best compared isomer or geometry (same formula, charge and spin) ... 11.63 kcal/mol
E ... -1606.4031 Eh
Spin multiplicity ... 1
Charge ... -1

Structure (XYZ):
```
55
C23H22N6NaO3 ωB97M-V with the def2-TZVPD basis set
Na -1.252 0.370 -0.894
O -4.051 3.475 0.033
C -3.175 2.735 -0.456
N -2.471 1.802 0.138
C -2.773 1.624 1.531
C -1.907 0.570 2.138
C -1.294 0.773 3.375
C -0.478 -0.210 3.901
C -0.299 -1.381 3.180
C -0.963 -1.499 1.971
N -1.744 -0.562 1.465
C -2.846 2.888 -1.917
C -3.515 3.876 -2.643
C -3.260 4.014 -3.992
C -2.334 3.161 -4.575
C -1.708 2.221 -3.769
N -1.956 2.081 -2.481
H -3.830 1.336 1.650
H -2.651 2.573 2.074
H -1.457 1.696 3.912
H 0.014 -0.068 4.856
H 0.339 -2.178 3.538
H -0.874 -2.402 1.383
H -4.229 4.489 -2.113
H -3.768 4.768 -4.581
H -2.108 3.219 -5.629
H -0.963 1.545 -4.170
N -1.406 -2.440 -2.164
C -0.371 -2.164 -3.157
C 0.752 -1.282 -2.529
O 1.913 -1.613 -2.750
O 0.340 -0.307 -1.852
H -0.950 -2.660 -1.284
H -1.942 -3.257 -2.439
H -0.812 -1.607 -3.992
H 0.103 -3.073 -3.559
N 1.527 0.806 0.381
C 2.498 0.251 1.130
C 3.350 0.976 1.953
C 4.334 0.334 2.701
C 4.521 -1.025 2.640
C 3.677 -1.808 1.828
C 3.786 -3.210 1.688
C 2.905 -3.880 0.882
C 1.901 -3.145 0.229
N 1.769 -1.855 0.337
C 2.640 -1.173 1.092
H 1.218 0.262 -0.435
H 1.563 1.803 0.251
H 3.246 2.052 2.017
H 4.981 0.930 3.331
H 5.298 -1.499 3.225
H 4.562 -3.739 2.231
H 2.964 -4.948 0.734
H 1.186 -3.643 -0.413
```



C23H22O3Tc | ωB97M-V with the def2-TZVPD basis set

Results
HOMO (alpha / beta) ... -17.641 / -17.638 eV
Energy relative to the best compared isomer or geometry (same formula, charge and spin) ... 0.00 kcal/mol
E ... -1195.0384 Eh
Spin multiplicity ... 1
Charge ... +3

Structure (XYZ):
```
49
C23H22O3Tc ωB97M-V with the def2-TZVPD basis set
Tc -0.106 -0.080 1.319
C -3.178 -1.100 -0.142
C -2.441 -0.664 1.078
C -2.386 0.694 1.478
C -1.758 1.079 2.676
C -1.103 0.122 3.485
C -1.150 -1.238 3.117
C -1.788 -1.611 1.919
H -3.260 -0.300 -0.874
H -4.191 -1.387 0.157
H -2.716 -1.974 -0.599
H -2.829 1.452 0.844
H -1.720 2.126 2.952
H -0.581 0.427 4.383
H -0.656 -1.986 3.722
H -1.777 -2.653 1.624
C 1.316 5.437 -2.559
O 2.516 4.798 -2.069
C 2.465 3.791 -1.250
C 3.731 3.325 -0.780
C 3.815 2.277 0.091
C 2.667 1.581 0.529
C 2.766 0.637 1.602
C 4.052 0.342 2.289
O 1.737 0.055 2.087
C 1.397 2.071 0.035
O 0.260 1.528 0.460
C 1.292 3.161 -0.809
H 1.663 6.300 -3.117
H 0.700 5.761 -1.722
H 0.777 4.758 -3.219
H 4.615 3.850 -1.119
H 4.789 1.982 0.457
H 4.373 1.222 2.855
H 4.842 0.109 1.575
H 3.920 -0.487 2.978
H 0.315 3.487 -1.131
C 0.468 -1.434 0.320
C 0.896 -2.511 -0.399
C 0.718 -2.477 -1.822
C 1.143 -3.541 -2.573
C 1.751 -4.632 -1.941
C 1.944 -4.676 -0.552
C 1.523 -3.633 0.226
H 0.247 -1.616 -2.277
H 1.016 -3.547 -3.646
H 2.082 -5.470 -2.544
H 2.422 -5.538 -0.106
H 1.655 -3.643 1.300
```



C23H23 | ωB97M-V with the def2-TZVPD basis set

Results
HOMO ... -11.899 eV
Energy relative to the best compared isomer or geometry (same formula, charge and spin) ... 58.39 kcal/mol
E ... -889.8718 Eh
Spin multiplicity ... 1
Charge ... +1

Structure (XYZ):
```
46
C23H23 ωB97M-V with the def2-TZVPD basis set
C -2.014 -0.219 2.229
C -0.907 -0.879 1.390
C 0.483 -0.705 2.094
C -1.285 -2.305 1.144
C -0.279 -3.259 0.832
C -0.637 -4.473 0.239
C -1.964 -4.922 0.277
C -2.953 -4.079 0.807
C -2.610 -2.829 1.329
H -2.891 -0.106 1.575
H -2.358 -0.766 3.145
H -1.661 0.768 2.542
H 1.246 -0.930 1.348
H 0.575 0.361 2.319
H 0.694 -1.267 3.024
H 0.770 -2.939 0.873
H 0.168 -5.096 -0.162
H -2.220 -5.897 -0.147
H -3.978 -4.450 0.900
H -3.424 -2.206 1.727
C -0.187 0.673 -0.619
C -0.299 2.206 -0.452
C 0.526 3.145 -1.132
C 1.546 2.706 -2.137
H 2.416 3.384 -2.128
C 1.990 1.290 -1.942
C 1.165 0.332 -1.293
C 1.639 -0.984 -1.253
C 2.930 -1.314 -1.673
C 3.756 -0.352 -2.270
C 3.263 0.943 -2.420
C 0.422 4.519 -0.865
C -0.480 4.999 0.082
C -1.301 4.079 0.749
C -1.252 2.720 0.432
H -0.565 -0.060 0.396
H -0.919 0.470 -1.449
H 1.086 2.779 -3.138
H 0.951 -1.720 -0.832
H 3.270 -2.336 -1.511
H 4.768 -0.650 -2.571
H 3.905 1.698 -2.874
H 1.080 5.228 -1.366
H -0.558 6.059 0.356
H -1.999 4.399 1.523
H -1.909 1.983 0.901
```